{"formula": "C39H61GeN10O5SeY", "method": "the ωB97M-V functional and the def2-TZVPD basis", "symbols": ["Y", "N", "N", "C", "N", "N", "N", "O", "O", "H", "H", "H", "H", "H", "O", "C", "C", "O", "O", "C", "C", "C", "C", "C", "C", "C", "C", "C", "C", "C", "C", "H", "H", "H", "H", "H", "H", "H", "H", "H", "H", "H", "C", "C", "C", "C", "C", "H", "H", "H", "H", "H", "H", "H", "H", "H", "H", "C", "Ge", "C", "C", "C", "Se", "C", "H", "H", "H", "H", "H", "H", "H", "H", "H", "H", "H", "H", "H", "H", "C", "N", "C", "N", "C", "N", "C", "N", "C", "C", "H", "H", "H", "H", "H", "H", "H", "H", "H", "H", "H", "H", "C", "C", "C", "C", "C", "C", "C", "C", "N", "H", "H", "H", "H", "H", "H", "H", "H", "H"], "xyz": [[0.0076, 0.7064, 0.1563], [1.9309, -2.3849, 0.7586], [3.2021, -2.0177, 0.2730], [3.4506, -0.7180, -0.1345], [4.6845, -0.5132, -0.7087], [2.5401, 0.1731, 0.0804], [2.7930, 1.4945, -0.0818], [1.7430, 2.2532, 0.1405], [3.9506, 2.0038, -0.2917], [1.1998, -2.1614, 0.0791], [1.7231, -1.8080, 1.5725], [3.5768, -2.7161, -0.3506], [5.4145, -1.0682, -0.2871], [4.8751, 0.4906, -0.7414], [-1.6081, 2.4644, -0.4343], [-2.7952, 2.5711, 0.3441], [-3.1528, 1.1694, 0.9625], [-4.2023, 1.0785, 1.5996], [-2.2831, 0.2772, 0.7527], [-2.4992, 3.5215, 1.4984], [-3.5265, 3.8773, 2.3708], [-3.2767, 4.7154, 3.4437], [-1.9970, 5.2131, 3.6624], [-0.9746, 4.8667, 2.7949], [-1.2219, 4.0273, 1.7136], [-3.8850, 3.1612, -0.5511], [-3.5504, 4.3103, -1.2691], [-4.4555, 4.8903, -2.1403], [-5.7168, 4.3295, -2.3066], [-6.0562, 3.1918, -1.5928], [-5.1471, 2.6078, -0.7161], [-1.7033, 1.7684, -1.1450], [-4.5144, 3.4666, 2.2109], [-4.0838, 4.9766, 4.1185], [-1.7996, 5.8636, 4.5065], [0.0274, 5.2457, 2.9556], [-0.4229, 3.7913, 1.0218], [-2.5594, 4.7323, -1.1450], [-4.1755, 5.7764, -2.6976], [-6.4266, 4.7747, -2.9942], [-7.0342, 2.7433, -1.7229], [-5.4127, 1.7230, -0.1549], [2.4886, 0.5884, 3.3494], [1.0727, 0.1753, 3.7636], [0.5131, 1.2624, 4.7000], [1.1534, -1.1420, 4.5531], [0.1400, 0.0337, 2.5744], [3.1301, 0.7410, 4.2259], [2.4609, 1.5158, 2.7721], [2.9519, -0.1761, 2.7207], [1.1650, 1.4121, 5.5708], [-0.4832, 0.9862, 5.0537], [0.4250, 2.2120, 4.1670], [1.8037, -1.0408, 5.4316], [1.5524, -1.9486, 3.9307], [0.1587, -1.4439, 4.8904], [-0.8358, -0.2777, 2.9874], [2.7972, 4.6776, 1.9837], [2.8427, 5.9639, 0.5225], [4.6012, 6.8555, 0.5118], [1.4723, 7.3467, 0.7819], [2.5964, 5.0964, -1.2134], [0.7022, 4.9331, -1.6486], [0.8469, 3.3877, -2.8165], [2.7687, 5.1767, 2.9547], [3.6784, 4.0367, 1.9320], [1.9311, 4.0264, 1.8744], [4.7890, 7.3431, 1.4706], [4.6513, 7.6092, -0.2763], [5.3893, 6.1209, 0.3391], [1.6600, 7.9099, 1.6983], [0.4880, 6.8823, 0.8575], [1.4610, 8.0419, -0.0592], [2.9910, 4.0821, -1.1348], [3.1158, 5.6372, -2.0051], [1.2192, 3.6798, -3.7964], [-0.1361, 2.9285, -2.9055], [1.5104, 2.6676, -2.3448], [-1.5792, -2.9183, 1.2540], [-1.0421, -2.8075, -0.1085], [-2.1355, -2.4234, -1.0188], [-3.2334, -3.4065, -0.9771], [-3.7117, -3.4977, 0.4023], [-2.6579, -3.9179, 1.3344], [-2.1294, -5.1999, 0.8776], [-1.6028, -5.1510, -0.4905], [-0.5502, -4.1207, -0.5211], [-2.6933, -4.7027, -1.3682], [-1.9629, -1.9458, 1.5596], [-0.7703, -3.2129, 1.9282], [-1.7496, -2.3620, -2.0362], [-2.5071, -1.4446, -0.7251], [-4.5309, -4.2233, 0.4475], [-4.0801, -2.5185, 0.7134], [-2.9286, -5.9475, 0.9173], [-1.3250, -5.5092, 1.5509], [-0.1625, -4.0457, -1.5411], [0.2594, -4.4243, 0.1460], [-3.4932, -5.4501, -1.3364], [-2.3149, -4.6309, -2.3906], [-2.9738, 0.7724, -3.0934], [-1.9371, -0.1074, -3.7254], [-2.1825, -0.7263, -4.9377], [-1.2575, -1.5788, -5.5394], [-0.0557, -1.8031, -4.8689], [0.2315, -1.2053, -3.6549], [1.5269, -1.4786, -2.9527], [-0.6976, -0.3038, -3.0186], [-0.4342, 0.2584, -1.8450], [-2.6490, 1.8185, -3.0272], [-3.1836, 0.4434, -2.0688], [-3.9084, 0.7531, -3.6588], [-3.1397, -0.5485, -5.4239], [-1.4700, -2.0586, -6.4875], [0.6837, -2.4708, -5.3079], [2.1629, -2.1459, -3.5420], [1.3462, -1.9418, -1.9751], [2.0695, -0.5509, -2.7477]], "forces_ev_per_a": [[-0.288, -0.274, 0.284], [0.001, -0.032, 0.014], [0.003, -0.025, -0.050], [0.051, 0.024, 0.076], [-0.017, -0.019, 0.012], [-0.284, -0.019, -0.023], [0.183, 0.187, -0.152], [-0.044, 0.002, -0.034], [-0.013, 0.008, 0.060], [0.005, 0.014, -0.003], [-0.017, 0.021, 0.006], [0.003, 0.007, -0.007], [-0.005, -0.004, 0.012], [0.022, -0.006, -0.008], [0.133, -0.033, -0.043], [-0.027, -0.006, 0.049], [0.049, 0.107, -0.021], [-0.038, -0.101, -0.059], [0.086, 0.087, 0.073], [0.021, -0.017, 0.005], [-0.017, 0.005, 0.024], [0.007, 0.004, -0.011], [0.005, -0.007, 0.009], [0.010, 0.017, 0.011], [-0.029, -0.013, -0.049], [0.008, 0.007, 0.005], [0.001, -0.010, 0.010], [-0.001, 0.000, -0.007], [-0.014, -0.008, 0.005], [0.009, 0.012, -0.010], [-0.009, -0.005, -0.011], [0.081, 0.044, -0.042], [0.007, -0.001, -0.003], [-0.001, 0.000, -0.001], [0.000, 0.001, 0.000], [0.016, 0.000, -0.012], [0.015, -0.001, 0.011], [-0.002, 0.012, -0.014], [0.011, 0.000, 0.004], [0.004, 0.003, -0.001], [0.002, -0.007, 0.005], [0.001, 0.004, 0.000], [-0.016, -0.010, -0.015], [-0.049, 0.081, 0.029], [0.014, -0.011, -0.003], [-0.011, -0.006, -0.013], [0.174, -0.161, 0.049], [0.002, 0.008, -0.001], [0.010, -0.001, -0.002], [0.008, -0.004, 0.000], [-0.004, 0.003, 0.000], [-0.001, 0.003, -0.002], [0.002, 0.007, 0.002], [0.001, -0.006, 0.001], [0.003, 0.008, 0.000], [0.003, 0.002, 0.008], [-0.020, -0.004, -0.038], [0.002, -0.025, -0.011], [0.038, 0.036, -0.023], [-0.019, -0.008, 0.021], [0.002, -0.026, 0.009], [-0.084, -0.016, -0.051], [0.036, 0.046, -0.007], [-0.013, 0.008, -0.040], [-0.001, 0.012, -0.005], [-0.005, -0.002, -0.010], [-0.019, -0.009, 0.027], [0.013, 0.007, -0.005], [-0.001, 0.001, 0.001], [0.003, 0.003, -0.002], [0.002, -0.007, 0.007], [-0.017, 0.022, -0.004], [-0.005, 0.000, 0.000], [0.019, 0.017, 0.028], [0.021, 0.000, 0.007], [0.008, 0.003, 0.004], [0.007, 0.000, 0.009], [-0.031, -0.016, 0.010], [0.026, -0.012, -0.012], [0.013, 0.015, -0.010], [-0.031, -0.006, 0.034], [0.012, 0.006, 0.015], [-0.006, -0.001, -0.004], [-0.001, 0.005, 0.005], [-0.005, 0.000, 0.001], [0.006, 0.003, 0.015], [-0.017, -0.010, -0.038], [-0.006, 0.010, -0.007], [-0.010, 0.012, 0.001], [-0.001, 0.010, 0.003], [0.007, 0.002, -0.008], [-0.008, -0.012, -0.010], [0.000, 0.000, 0.002], [-0.001, -0.002, 0.000], [0.002, -0.002, -0.002], [0.000, 0.001, 0.000], [0.000, 0.009, 0.002], [0.009, 0.003, 0.004], [0.004, -0.002, -0.001], [0.000, -0.001, 0.000], [-0.020, -0.007, 0.012], [0.022, 0.073, -0.024], [-0.008, -0.023, 0.021], [-0.004, -0.009, 0.014], [-0.025, 0.000, -0.007], [0.035, 0.029, -0.027], [0.010, -0.018, -0.020], [0.097, -0.067, 0.017], [-0.079, 0.034, -0.070], [0.017, -0.018, -0.015], [-0.024, 0.010, -0.005], [-0.016, 0.011, 0.004], [0.002, 0.007, -0.004], [0.000, -0.001, -0.001], [0.006, 0.001, 0.008], [-0.001, 0.007, -0.003], [-0.005, 0.015, 0.000], [-0.002, -0.001, 0.020]], "lowdin_charge": [1.3795, 0.0413, -0.0424, -0.4537, 0.1392, 0.0771, -0.4221, -0.2610, -0.1102, 0.0228, 0.0328, 0.1172, 0.0839, 0.0602, -0.1461, -0.3148, -0.5822, 0.0172, -0.1267, -0.1187, -0.0173, -0.0893, -0.1073, -0.0857, -0.0152, -0.1316, -0.0160, -0.0864, -0.1140, -0.0900, -0.0165, 0.0428, 0.1155, 0.0917, 0.0892, 0.0861, 0.0704, 0.1067, 0.0950, 0.0876, 0.0929, 0.1069, -0.0881, -0.7367, -0.0841, -0.0909, -0.1108, 0.0719, 0.0621, 0.0578, 0.0687, 0.0748, 0.0670, 0.0676, 0.0630, 0.0718, 0.0004, -0.2158, 0.7307, -0.2346, -0.2398, -0.6101, 0.8408, -0.4033, 0.0166, 0.0207, -0.0077, 0.0055, 0.0061, 0.0117, 0.0109, -0.0046, 0.0130, -0.0138, 0.0067, 0.0139, 0.0019, 0.0034, -0.1730, -0.0835, -0.1582, -0.0798, -0.1765, -0.0872, -0.2015, -0.0925, -0.1949, -0.1922, 0.0995, 0.1191, 0.1176, 0.0981, 0.1139, 0.1285, 0.1121, 0.1167, 0.1232, 0.1052, 0.1128, 0.1227, -0.0647, -0.2468, -0.1122, -0.1642, -0.1183, -0.2543, -0.0833, -0.4066, -0.1435, 0.0702, 0.0660, 0.0707, 0.0872, 0.0621, 0.0847, 0.0645, 0.0387, 0.0639], "e_lumo_ev": [4.141, 4.141], "spin_multiplicity": 1, "orbital_gap_ev": [5.025, 5.016], "charge": -2}

{"formula": "C39H62N4OOsSi", "method": "the ωB97M-V functional and the def2-TZVPD basis", "symbols": ["Os", "C", "C", "C", "C", "C", "C", "C", "C", "C", "C", "C", "C", "N", "C", "C", "C", "C", "C", "N", "C", "C", "C", "C", "H", "H", "H", "H", "H", "H", "H", "H", "H", "H", "H", "H", "H", "H", "H", "H", "H", "H", "H", "H", "H", "H", "H", "H", "H", "H", "H", "H", "H", "N", "C", "O", "C", "C", "C", "N", "C", "C", "H", "H", "H", "H", "H", "H", "C", "C", "C", "C", "Si", "C", "C", "C", "C", "C", "C", "C", "C", "H", "H", "H", "H", "H", "H", "H", "H", "H", "H", "H", "H", "H", "H", "H", "H", "H", "H", "H", "H", "H", "H", "H", "H", "H", "H", "H"], "xyz": [[0.2771, 0.2510, -0.1834], [-2.6831, 0.2777, -3.5766], [-2.9580, 0.1702, -2.0730], [-4.2160, 0.9503, -1.6938], [-3.0000, -1.2850, -1.6586], [-4.1892, -1.9805, -1.8319], [-4.2464, -3.3525, -1.6766], [-3.1005, -4.0479, -1.3440], [-1.8860, -3.4063, -1.1197], [-0.6944, -4.2878, -0.7555], [-1.0567, -5.2980, 0.3432], [-0.1777, -5.0908, -1.9600], [-1.8571, -2.0008, -1.2585], [-0.5622, -1.3295, -1.2060], [0.2779, -1.6943, -2.1706], [1.5314, -1.1308, -2.2804], [2.5163, -1.3152, -3.2558], [3.5215, -0.4200, -2.9512], [3.1496, 0.3104, -1.8014], [1.9259, -0.1271, -1.3847], [3.9910, 1.4053, -1.1783], [4.3365, 0.9978, 0.2567], [5.2986, 1.5916, -1.9582], [3.2561, 2.7506, -1.1867], [-2.7031, 1.3191, -3.9048], [-3.4442, -0.2632, -4.1398], [-1.7126, -0.1485, -3.8418], [-2.1169, 0.6284, -1.5635], [-5.0429, 0.7179, -2.3645], [-4.0375, 2.0221, -1.7824], [-4.5416, 0.7333, -0.6762], [-5.0768, -1.4430, -2.1344], [-5.1747, -3.8810, -1.8403], [-3.1494, -5.1222, -1.2446], [0.1170, -3.6564, -0.3840], [-1.6730, -6.1007, -0.0572], [-1.6068, -4.8432, 1.1618], [-0.1522, -5.7609, 0.7376], [-0.9555, -5.7612, -2.3269], [0.6720, -5.7028, -1.6590], [0.1400, -4.4799, -2.8029], [-0.0535, -2.4246, -2.8977], [2.4755, -2.0161, -4.0722], [4.4410, -0.2904, -3.4900], [4.9905, 0.1258, 0.2678], [3.4313, 0.7514, 0.8063], [4.8436, 1.8131, 0.7717], [5.8764, 0.6698, -2.0078], [5.9072, 2.3315, -1.4397], [5.1258, 1.9571, -2.9708], [2.3822, 2.7521, -0.5359], [2.9508, 3.0286, -2.1954], [3.9321, 3.5253, -0.8249], [-2.3777, 6.5913, -2.4716], [-1.8296, 5.5539, -3.1314], [-1.7418, 5.4676, -4.3338], [-1.3084, 4.4021, -2.2907], [-0.3867, 3.5553, -2.8936], [0.0790, 2.4574, -2.2104], [-0.3364, 2.1501, -0.9609], [-1.2634, 2.9460, -0.3981], [-1.7457, 4.0818, -1.0131], [-2.7143, 7.3680, -3.0204], [-2.3196, 6.7069, -1.4756], [-0.0585, 3.7586, -3.9036], [0.7897, 1.7838, -2.6626], [-1.6294, 2.6534, 0.5711], [-2.4935, 4.6666, -0.4954], [-2.2350, 0.0045, 1.5994], [-1.3874, 0.4669, 2.7960], [-1.5733, 1.9823, 3.0055], [-1.8879, -0.1872, 4.0943], [0.3961, -0.0824, 2.3784], [0.7147, -1.9659, 2.5116], [1.8255, -2.4078, 1.5422], [1.1236, -2.3237, 3.9495], [-0.5317, -2.7895, 2.1780], [1.7697, 1.0720, 3.0611], [3.1540, 0.4064, 3.1408], [1.4573, 1.5578, 4.4872], [1.8224, 2.2892, 2.1187], [-3.2171, 0.4818, 1.6095], [-2.3833, -1.0728, 1.5734], [-1.7725, 0.2743, 0.6193], [-2.6127, 2.2498, 2.7965], [-0.9319, 2.6146, 2.3983], [-1.3908, 2.2598, 4.0405], [-2.9032, 0.1687, 4.2930], [-1.2753, 0.0935, 4.9519], [-1.9331, -1.2701, 4.0435], [2.8126, -2.0659, 1.8456], [1.6575, -2.0642, 0.5129], [1.8558, -3.4996, 1.5023], [2.0768, -1.8942, 4.2416], [1.2249, -3.4098, 4.0186], [0.3706, -2.0250, 4.6812], [-0.9048, -2.6078, 1.1719], [-1.3446, -2.6341, 2.8816], [-0.2596, -3.8424, 2.2469], [3.2221, -0.2351, 4.0154], [3.9115, 1.1842, 3.2634], [3.4283, -0.1853, 2.2739], [1.3690, 0.7251, 5.1864], [0.5584, 2.1631, 4.5530], [2.2900, 2.1764, 4.8314], [1.7471, 2.0095, 1.0535], [2.7714, 2.8224, 2.2172], [1.0217, 2.9980, 2.3217]], "forces_ev_per_a": [[-0.752, 0.279, -0.933], [0.001, -0.011, -0.010], [0.099, 0.012, 0.086], [-0.011, -0.027, -0.042], [0.081, -0.056, -0.037], [0.000, -0.013, 0.037], [0.060, 0.001, 0.005], [-0.059, 0.031, 0.059], [0.038, 0.110, 0.163], [0.017, -0.036, -0.094], [-0.079, -0.016, -0.088], [-0.050, 0.042, 0.010], [-0.190, -0.068, -0.097], [0.530, 0.726, 0.363], [0.242, 0.206, -0.008], [-0.082, 0.115, 0.082], [0.116, 0.191, 0.181], [0.028, 0.059, 0.087], [0.095, 0.115, -0.278], [-0.820, -0.148, 0.314], [0.126, -0.077, 0.003], [-0.234, -0.030, -0.185], [-0.057, -0.039, 0.019], [-0.080, -0.027, 0.003], [0.028, 0.006, 0.017], [-0.016, 0.003, -0.012], [0.012, -0.010, -0.008], [0.095, 0.128, 0.113], [-0.031, -0.010, 0.013], [0.020, 0.047, -0.017], [0.005, 0.015, 0.041], [-0.019, 0.005, -0.010], [-0.032, -0.018, 0.010], [0.002, -0.052, -0.010], [-0.012, -0.022, -0.051], [0.003, -0.052, -0.040], [-0.068, -0.060, -0.024], [0.031, -0.005, 0.029], [-0.015, -0.003, -0.002], [0.018, -0.026, 0.011], [0.022, 0.085, -0.028], [-0.030, -0.051, 0.030], [0.016, -0.053, -0.048], [0.072, 0.015, -0.022], [0.014, -0.051, 0.005], [0.186, 0.104, -0.278], [0.028, 0.038, 0.017], [0.015, -0.025, 0.000], [0.013, 0.020, 0.000], [-0.018, -0.021, -0.024], [-0.016, 0.045, -0.148], [-0.009, 0.012, -0.049], [0.004, 0.017, 0.032], [-0.077, 0.061, 0.065], [0.053, 0.003, -0.015], [-0.005, -0.028, -0.028], [0.028, -0.074, 0.006], [-0.002, 0.024, 0.016], [0.126, -0.153, 0.015], [0.106, -0.963, 0.052], [0.102, -0.111, 0.238], [0.001, -0.025, -0.014], [0.017, -0.011, 0.014], [0.022, 0.000, -0.041], [0.006, -0.014, -0.008], [0.068, -0.067, -0.001], [-0.018, -0.038, 0.056], [-0.013, -0.007, 0.000], [0.184, -0.161, 0.294], [0.189, 0.054, 0.165], [0.022, 0.025, -0.046], [-0.186, -0.068, -0.096], [0.302, -0.170, 0.474], [-0.047, 0.082, -0.127], [0.012, 0.069, -0.021], [-0.036, 0.084, 0.061], [0.057, 0.113, 0.103], [-0.101, -0.077, -0.116], [-0.032, -0.173, 0.125], [-0.051, -0.055, -0.027], [-0.176, -0.013, -0.019], [-0.023, 0.070, -0.185], [0.052, 0.023, -0.087], [0.025, 0.177, -0.355], [-0.029, 0.005, 0.001], [0.024, 0.041, -0.080], [0.022, -0.007, 0.015], [-0.020, -0.005, 0.042], [0.028, 0.024, -0.016], [0.007, -0.044, 0.042], [0.015, 0.034, -0.015], [0.001, -0.016, -0.029], [0.022, -0.031, 0.037], [0.059, 0.050, 0.016], [0.002, -0.033, -0.001], [-0.012, -0.003, 0.010], [-0.005, 0.013, 0.002], [-0.040, -0.003, 0.008], [0.054, 0.056, 0.022], [-0.010, -0.037, 0.055], [0.015, 0.011, -0.011], [-0.024, -0.048, 0.212], [-0.004, -0.022, 0.024], [-0.036, 0.017, -0.019], [0.023, 0.016, 0.014], [-0.031, -0.045, 0.009], [0.003, 0.007, -0.032], [-0.009, 0.026, 0.004]], "lowdin_charge": [1.2998, -0.0297, -0.3901, -0.0512, -0.1472, -0.0132, -0.0236, -0.0109, -0.1344, -0.3736, -0.0679, -0.0391, -0.1647, -0.0582, -0.0572, -0.3149, 0.0496, 0.0137, -0.1820, -0.0380, -0.5216, -0.0344, -0.0440, -0.0316, 0.0843, 0.0970, 0.0761, 0.0603, 0.0877, 0.0738, 0.0825, 0.1198, 0.1212, 0.1201, 0.0964, 0.0844, 0.0710, 0.0939, 0.0917, 0.0925, 0.0640, 0.1472, 0.1337, 0.1163, 0.1115, 0.0232, 0.1077, 0.0951, 0.0991, 0.0984, 0.0400, 0.0917, 0.1039, 0.2022, -0.4889, 0.1077, -0.0722, 0.0494, -0.0905, -0.0822, -0.0883, 0.0344, 0.1347, 0.1073, 0.1432, 0.1149, 0.0895, 0.1315, -0.0808, -0.5995, -0.0881, -0.0599, 0.8488, -0.6016, -0.0768, -0.0540, -0.1013, -0.5936, -0.0920, -0.0610, -0.0974, 0.1072, 0.0822, 0.0146, 0.0983, 0.0410, 0.0823, 0.1069, 0.0902, 0.0642, 0.0767, 0.0414, 0.1008, 0.0686, 0.1055, 0.0857, 0.0487, 0.0778, 0.0811, 0.0799, 0.1029, 0.0381, 0.0907, 0.0637, 0.1057, 0.0071, 0.1070, 0.0764], "e_lumo_ev": -7.487, "spin_multiplicity": 1, "orbital_gap_ev": 6.192, "charge": 2}

Number 1: E_tot -189476.1009 eV. Number 2: E_tot -59787.8577 eV.